# 1
Below is 2 unconnected molecules or ions with the total composition C29H38N3 in a non-equilibrium geometry, with properties calculated with the ωB97M-V functional and the def2-TZVPD basis.

The geometry in XYZ format:
```
70
Properties=species:S:1:pos:R:3:mulliken_charge:R:1
C -2.6539 4.1583 -1.2499 -1.069
N -2.3626 2.7908 -0.9073 0.010
C -2.9857 2.3876 0.3271 -0.865
C -2.4261 1.0386 0.7360 -0.414
N -2.6166 0.0804 -0.3455 0.395
C -2.2394 -1.2498 0.0073 -0.233
C -1.0240 -1.5580 0.5290 -0.450
C -0.5870 -2.9441 0.8530 -0.854
C -1.7525 -3.9417 0.9618 -0.407
C -2.7604 -3.7420 -0.1694 -0.845
C -3.3005 -2.3102 -0.2248 -0.160
C -2.0746 0.5120 -1.6329 -0.475
C -2.6001 1.8855 -2.0027 -0.743
H -2.0691 4.4382 -2.1324 0.335
H -3.7236 4.3164 -1.4733 0.367
H -2.3742 4.8025 -0.4101 0.330
H -2.7348 3.1422 1.0870 0.478
H -4.0923 2.3359 0.2449 0.360
H -1.3507 1.1663 0.9703 0.289
H -2.9418 0.6805 1.6412 0.122
H -0.2823 -0.7644 0.6636 0.418
H 0.0988 -3.3138 0.0740 0.292
H -0.0018 -2.9443 1.7818 0.357
H -1.3716 -4.9688 0.9401 0.333
H -2.2576 -3.8049 1.9257 0.074
H -2.2726 -3.9725 -1.1235 0.327
H -3.5968 -4.4400 -0.0628 0.387
H -4.0714 -2.1838 0.5582 -0.110
H -3.8035 -2.1143 -1.1846 0.331
H -0.9694 0.5719 -1.5908 0.321
H -2.3572 -0.2172 -2.4047 0.315
H -3.6729 1.8234 -2.2759 0.345
H -2.0475 2.2731 -2.8685 0.453
C -4.3877 -5.1161 5.7468 -1.631
C -3.4963 -3.9902 6.0501 0.059
N -2.3299 -4.1591 6.7146 0.249
C -1.8073 -5.4476 7.1413 -0.917
C -1.6716 -2.9360 6.8834 0.305
C -2.4588 -1.9386 6.2581 0.916
C -1.9309 -0.6563 6.1509 -0.053
C -0.6935 -0.3777 6.7484 -0.926
C 0.0612 -1.3839 7.3736 -0.668
C -0.4169 -2.7021 7.4264 -1.030
C -3.6537 -2.6077 5.7322 1.627
C -4.6812 -2.0633 4.9774 -0.589
C -4.9274 -0.6604 4.7978 0.335
C -4.8607 0.2862 5.8557 -0.974
C -5.0232 1.6414 5.6071 -0.355
C -5.2446 2.1058 4.3036 0.962
C -5.3247 3.5781 4.0381 -1.582
C -5.3858 1.1774 3.2594 -0.465
C -5.2628 -0.1795 3.5064 -0.942
H -5.2640 -4.7151 5.2349 0.357
H -3.9135 -5.8636 5.0934 0.397
H -4.7240 -5.6311 6.6584 0.387
H -0.8277 -5.2993 7.6011 0.337
H -2.4804 -5.9179 7.8714 0.314
H -1.6997 -6.1209 6.2788 0.332
H -2.4786 0.1073 5.6073 0.364
H -0.3040 0.6410 6.7191 0.426
H 1.0287 -1.1470 7.8106 0.399
H 0.1516 -3.5232 7.8650 0.250
H -5.3300 -2.7637 4.4510 0.311
H -4.6817 -0.0640 6.8758 0.493
H -4.9632 2.3650 6.4261 0.450
H -5.5824 3.7796 2.9932 0.353
H -6.0815 4.0560 4.6727 0.417
H -4.3699 4.0779 4.2517 0.337
H -5.5990 1.5295 2.2457 0.375
H -5.3822 -0.9081 2.7010 0.371
```

Calculated values
Charge = +1
Relative energy (zero: lowest compared OMol25 entry of this formula, charge and spin) = 25.19 kcal per mole
Electronic energy = -35153.6069 eV
HOMO-LUMO gap = 5.4 eV
LUMO energy = -0.17302 Ha
M = 428.6 g/mol


# 2
Below is a single C4H3ClN2S molecule in a non-equilibrium geometry, with properties calculated with the ωB97M-V functional and the def2-TZVPD basis.

The geometry in XYZ format:
```
11
Properties=species:S:1:pos:R:3:mulliken_charge:R:1
N 1.9974 0.1669 0.2406 -0.398
C 0.6799 -0.0034 -0.0600 0.512
C -0.3526 0.9296 -0.0808 -0.010
Cl -0.1574 2.6397 -0.0973 -0.206
C -1.5450 0.1840 -0.0494 0.130
S -3.1952 0.5716 0.0976 -0.237
C -1.0235 -1.2750 -0.1727 -0.158
N 0.2669 -1.3686 -0.1530 -0.558
H 2.4799 -0.7300 0.2942 0.279
H 2.4695 1.1207 0.0845 0.279
H -1.6199 -2.2355 -0.1037 0.368
```

Calculated values
SMILES = NC1=C(Cl)C(=S)C=N1
Relative energy (zero: lowest compared OMol25 entry of this formula, charge and spin) = 24.07 kcal per mole
Electronic energy = -30533.0278 eV
HOMO-LUMO gap = 6.7 eV
LUMO energy = -0.06169 Ha
M = 146.6 g/mol


# 3
Below is 9 unconnected molecules or ions with the total composition C7H31NO8 in a non-equilibrium geometry, with properties calculated with the ωB97M-V functional and the def2-TZVPD basis.

The geometry in XYZ format:
```
47
Properties=species:S:1:pos:R:3:lowdin_spin:R:1
C -1.4282 0.0886 -0.0725 0.016
C -0.2616 -0.8558 0.3185 0.024
C 1.0187 0.0044 0.4754 0.018
C 2.3118 -0.1942 2.6445 0.006
C 1.2964 0.2949 1.9332 0.003
C 0.1246 1.0088 2.5361 0.002
C 2.3292 0.0813 4.1524 0.001
N -2.0717 -0.2036 -1.3578 0.032
H -1.1148 1.1431 -0.1231 0.004
H -2.1589 -0.0025 0.7739 0.002
H -0.1047 -1.5504 -0.5237 0.016
H -0.3619 -1.3952 1.2260 0.002
H 1.8930 -0.4538 -0.0153 0.013
H 1.0305 0.9900 -0.0920 0.006
H 3.2009 -0.8396 2.4398 0.002
H -0.5750 0.4541 3.1900 0.000
H -0.5548 1.4582 1.8469 0.000
H 0.4973 1.8713 3.1021 0.000
H 2.3540 -0.8887 4.6939 0.000
H 3.3362 0.5608 4.2408 0.000
H 1.5623 0.7870 4.3800 0.000
H -2.4956 -1.1145 -1.3396 0.020
H -1.2941 -0.1391 -2.0224 0.026
H 1.2115 -2.7387 -2.7642 0.022
H 1.4663 -1.2866 -2.6955 0.022
O 1.4337 -1.9924 -3.3592 0.067
H -3.3523 1.3160 2.8882 0.000
H -3.0920 0.8826 4.3634 0.000
O -3.6018 0.6877 3.5687 0.001
H -2.5483 1.7784 -2.7074 0.009
H -1.3672 1.8035 -3.7331 0.015
O -1.8126 2.3242 -3.0128 0.036
H -0.9006 -2.6625 -3.6361 0.040
H -1.3792 -3.8540 -4.1799 0.040
O -0.6532 -3.5985 -3.5484 0.091
H -0.9737 -2.1526 4.1811 0.001
H 0.1854 -1.4572 4.7824 0.000
O -0.6972 -1.7860 5.0299 0.001
H 0.6146 3.7014 -2.2054 0.007
H -0.3527 2.5526 -1.8622 0.006
O 0.4553 3.0056 -1.5658 0.025
H -0.8170 0.0735 -5.2400 0.076
H -0.1798 -0.2331 -3.8201 0.034
O -0.8595 0.2566 -4.2890 0.191
H 2.7896 1.1950 -3.4756 0.030
H 3.3780 0.5078 -2.3437 0.019
O 2.5189 0.5716 -2.7826 0.074
```

Calculated values
Spin multiplicity = 2
Charge = -1
<S²> = 0.7506
Electronic energy = -25630.0454 eV
HOMO-LUMO gap (alpha / beta) = 2.1 / 9.0 eV
LUMO energy (alpha / beta) = 0.09215 / 0.09127 Ha
M = 257.3 g/mol


# 4
Below is a molecular structure, C26H31BaN2O4P in a non-equilibrium geometry, with properties calculated with the ωB97M-V functional and the def2-TZVPD basis.

The geometry in XYZ format:
```
65
Properties=species:S:1:pos:R:3:mulliken_charge:R:1
Ba 0.3846 -1.7170 -1.0247 1.808
C 4.8171 -2.4157 -2.1461 -1.372
C 4.3066 -2.2138 -0.7641 0.173
N 3.0413 -2.1918 -0.3953 -0.478
C 3.0427 -1.9743 0.9728 0.626
C 4.3314 -1.8724 1.4161 -0.001
N 5.1086 -2.0386 0.3047 0.043
C 5.0272 -1.6870 2.7217 0.505
O 4.2792 -1.4577 3.7737 -0.542
O 6.2358 -1.7302 2.7396 -0.633
C 1.7801 -1.8915 1.7667 0.651
O 1.8562 -1.6539 2.9716 -0.841
O 0.6928 -2.0742 1.1082 -0.819
H 3.9856 -2.4185 -2.8459 0.273
H 5.3457 -3.3661 -2.2297 0.343
H 5.5032 -1.6175 -2.4291 0.349
H 6.1168 -1.9933 0.3466 0.243
H 3.3071 -1.4060 3.5127 0.476
C -5.7067 -1.3101 -1.0373 -1.263
C -4.2729 -1.1497 -1.5374 -0.699
P -2.9348 -1.6398 -0.3703 0.757
C -3.4349 -3.3705 0.0572 -0.823
C -2.2978 -4.1611 0.7086 -0.928
C -3.3866 -0.6954 1.1479 -0.666
C -2.2285 -0.5453 2.1365 -1.012
H -6.4162 -0.9998 -1.8056 0.414
H -5.8915 -0.6990 -0.1539 0.286
H -5.9310 -2.3463 -0.7828 0.271
H -4.0775 -0.1074 -1.8049 0.298
H -4.1197 -1.7304 -2.4513 0.476
H -3.7455 -3.8579 -0.8712 0.435
H -4.3062 -3.3501 0.7154 0.445
H -1.4888 -4.3487 -0.0031 0.157
H -2.6441 -5.1328 1.0621 0.388
H -1.8648 -3.6317 1.5576 0.150
H -4.2466 -1.1765 1.6197 0.627
H -3.7089 0.2953 0.8145 0.310
H -1.8423 -1.5086 2.4696 0.260
H -2.5513 0.0072 3.0194 0.412
H -1.3996 -0.0003 1.6837 0.082
C -2.2158 5.4061 0.5192 -0.411
C -3.1440 4.4699 0.0862 -0.725
C -2.7190 3.2160 -0.3263 -0.249
C -1.3678 2.8645 -0.3256 0.655
C -0.4466 3.8177 0.1149 -0.179
C -0.8677 5.0713 0.5306 -0.761
C -0.9861 1.4943 -0.7497 -0.505
C 0.2053 0.9653 -1.0537 -1.433
C 1.4693 1.6815 -1.1696 0.140
C 2.4942 1.5302 -0.2205 0.187
C 3.7393 2.1150 -0.4021 -0.832
C 4.0102 2.8587 -1.5430 -0.527
C 3.0085 3.0160 -2.4956 -0.646
C 1.7620 2.4391 -2.3171 0.024
H -2.5396 6.3842 0.8504 0.371
H -4.1983 4.7161 0.0701 0.394
H -3.4482 2.4870 -0.6671 0.295
H 0.6064 3.5733 0.1365 0.413
H -0.1359 5.7930 0.8714 0.398
H -1.8587 0.8353 -0.7911 0.076
H 2.2925 0.9656 0.6852 0.501
H 4.5029 1.9948 0.3578 0.446
H 4.9814 3.3143 -1.6838 0.398
H 3.2018 3.6014 -3.3867 0.376
H 0.9879 2.5674 -3.0643 0.415
```

Calculated values
Relative energy (zero: lowest compared OMol25 entry of this formula, charge and spin) = 11.58 kcal per mole
Electronic energy = -48619.8480 eV
HOMO-LUMO gap = 6.1 eV
LUMO energy = -0.02220 Ha
M = 603.8 g/mol


# 5
Below is a molecular structure, C32H27N2O3PPdS in a non-equilibrium geometry, with properties calculated with the ωB97M-V functional and the def2-TZVPD basis.

The geometry in XYZ format:
```
67
Properties=species:S:1:pos:R:3:mulliken_charge:R:1
Pd -0.2584 0.4075 0.9732 -0.647
O 1.8196 1.4110 4.3704 -0.803
S 1.0567 1.0123 3.1889 1.290
O 0.2256 -0.1598 3.4258 -0.682
O 1.9276 0.9188 2.0018 -0.428
C 0.0172 2.4607 2.9123 0.384
C -0.6410 2.9304 4.0493 -0.775
C -1.2600 4.1681 4.0425 -0.650
C -1.1758 4.9709 2.9121 -0.753
C -0.5273 4.5001 1.7799 -0.341
C 0.0424 3.2272 1.7327 0.351
P 0.6505 2.5607 0.0861 1.017
C -0.6795 3.1341 -1.0700 0.477
C -0.4022 3.1878 -2.4383 -0.510
C -1.3755 3.5373 -3.3696 -0.703
C -2.6637 3.8319 -2.9473 -0.564
C -2.9698 3.7313 -1.5946 -0.542
C -1.9991 3.3678 -0.6706 -0.594
C 1.8902 3.9969 -0.1199 0.390
C 2.9212 3.9948 0.8391 -0.318
C 4.0271 4.8243 0.7304 -0.692
C 4.1605 5.6863 -0.3552 -0.450
C 3.1546 5.7144 -1.3074 -0.597
C 2.0371 4.8850 -1.1894 -0.434
H -0.6329 2.3137 4.9409 0.391
H -1.7795 4.5211 4.9275 0.341
H -1.6280 5.9575 2.9063 0.375
H -0.4880 5.1193 0.8910 0.434
H 0.5880 2.9148 -2.7886 0.516
H -1.1274 3.5705 -4.4254 0.348
H -3.4274 4.1099 -3.6649 0.346
H -3.9829 3.9255 -1.2575 0.389
H -2.2700 3.2333 0.3654 0.403
H 2.8460 3.3097 1.6789 0.193
H 4.7939 4.7977 1.4968 0.388
H 5.0334 6.3226 -0.4540 0.332
H 3.2274 6.3950 -2.1507 0.369
H 1.2518 4.9710 -1.9296 0.405
C 4.4370 -1.3366 1.3660 -1.582
C 3.8051 -1.1622 -0.0233 2.658
C 4.0164 0.2795 -0.5157 -1.344
C 4.4114 -2.1699 -1.0051 -1.963
C 2.3466 -1.3976 0.0390 -0.293
N 1.2109 -1.5673 0.0406 -0.559
H 5.4804 -1.0148 1.3215 0.385
H 4.4014 -2.3832 1.6795 0.411
H 3.9072 -0.7355 2.1045 0.227
H 5.0799 0.5341 -0.4699 0.454
H 3.4575 0.9757 0.1133 0.084
H 3.6628 0.3946 -1.5422 0.374
H 5.4943 -2.0177 -1.0513 0.418
H 3.9962 -2.0411 -2.0077 0.385
H 4.2163 -3.1948 -0.6805 0.416
N -10.0391 -0.8384 -0.9973 -0.626
C -8.9061 -0.6936 -0.8399 0.106
C -7.4947 -0.5136 -0.6446 0.543
C -6.9131 0.7559 -0.7480 -0.483
C -5.5647 0.9360 -0.5341 -0.290
C -4.7144 -0.1425 -0.1854 0.562
C -5.3199 -1.4248 -0.1192 -0.516
C -6.6689 -1.6015 -0.3327 -0.553
C -3.3477 0.0390 0.0825 -0.276
C -2.1452 0.1882 0.3544 -0.767
H -7.5439 1.5968 -1.0085 0.400
H -5.1238 1.9177 -0.6287 0.332
H -4.6864 -2.2693 0.1162 0.450
H -7.1073 -2.5897 -0.2661 0.391
```

Calculated values
Charge = -2
Relative energy (zero: lowest compared OMol25 entry of this formula, charge and spin) = 29.53 kcal per mole
Electronic energy = -66347.3395 eV
HOMO-LUMO gap = 4.6 eV
LUMO energy = 0.16181 Ha
M = 657.0 g/mol


# 6
Below is 2 unconnected molecules or ions with the total composition C6H15NO in a non-equilibrium geometry, with properties calculated with the ωB97M-V functional and the def2-TZVPD basis.

The geometry in XYZ format:
```
23
Properties=species:S:1:pos:R:3:lowdin_spin:R:1
C 2.3236 -0.1489 -0.4320 0.094
C 1.2644 0.8925 -0.3140 0.027
C -0.0932 0.4538 0.2561 0.012
C -1.3316 0.7978 -0.3042 0.058
N -1.3410 1.6321 -1.4188 0.031
C 0.0164 -0.4583 1.3531 0.034
C -1.1804 -0.4777 2.2609 0.018
H 2.0066 -0.9157 -1.0229 0.049
H 3.2038 0.2641 -0.9323 0.009
H 2.7452 -0.5094 0.4704 0.005
H 1.6224 1.7592 0.1101 0.001
H 1.1784 1.2722 -1.3450 0.017
H -2.3518 0.3746 0.0019 0.014
H -2.2544 1.6442 -1.9706 0.027
H -0.5815 1.3825 -1.9864 0.031
H 0.2846 -1.4816 1.0243 0.027
H 0.9345 -0.1146 1.9568 0.001
H -2.2116 -0.6042 1.7923 0.005
H -1.2574 0.5748 2.7036 0.000
H -1.1457 -1.2783 3.0698 0.003
H -1.0371 -1.4613 -2.3690 0.090
H 0.0072 -2.0865 -1.4145 0.094
O -0.8014 -1.5111 -1.4896 0.353
```

Calculated values
Spin multiplicity = 2
Charge = -1
<S²> = 0.7505
Relative energy (zero: lowest compared OMol25 entry of this formula, charge and spin) = 45.24 kcal per mole
Electronic energy = -9999.9488 eV
HOMO-LUMO gap (alpha / beta) = 3.1 / 7.6 eV
LUMO energy (alpha / beta) = 0.14613 / 0.14020 Ha
M = 117.2 g/mol


# 7
Below is a molecular structure, C5H4MgNO5 in a non-equilibrium geometry, with properties calculated with the ωB97M-V functional and the def2-TZVPD basis.

The geometry in XYZ format:
```
16
Properties=species:S:1:pos:R:3:mulliken_charge:R:1
O 1.0558 1.5318 -3.6270 -0.168
C 1.4381 0.8487 -2.7824 0.185
Mg 0.4837 0.6511 -0.3591 1.095
O -1.6500 2.0121 -2.6082 -0.145
C -0.8921 1.7388 -1.7803 0.249
C -1.4939 -0.0272 1.1029 0.177
O -2.4121 -0.4879 1.6222 -0.152
C 1.5393 -1.1185 0.4657 0.122
O 1.7579 -2.1202 1.0255 -0.318
C -0.7521 -1.3408 -1.3575 0.045
O -1.1038 -2.3870 -1.7023 -0.215
H 1.0940 -1.0768 -1.0532 -0.047
N 1.0873 2.0833 1.1031 -0.745
H 1.1526 1.6630 2.0370 0.286
H 0.4874 2.9204 1.1876 0.298
H 2.0286 2.4170 0.8568 0.333
```

Calculated values
Charge = +1
Relative energy (zero: lowest compared OMol25 entry of this formula, charge and spin) = 24.42 kcal per mole
Electronic energy = -22412.9734 eV
HOMO-LUMO gap = 6.2 eV
LUMO energy = -0.18099 Ha
M = 182.4 g/mol